1.
The following is a DFT calculation (wB97M-V/def2-TZVPD) of 2 unconnected molecules or ions with the total composition CH6NPS in a non-equilibrium geometry.

Structure (XYZ):
```
10
Properties=species:S:1:pos:R:3
H -1.3283 -2.0691 1.4012
C 1.3909 1.7409 0.7914
S -0.1842 0.8362 0.7279
H 2.0267 -0.7939 1.3542
P 0.5103 -0.9981 0.0555
H 1.7093 2.1745 -0.1641
H -0.5700 -2.8446 0.0451
H 1.9243 1.0442 1.3051
N -0.4332 -2.1535 0.8393
H 1.2830 2.6619 1.2984
```

- Strongest force on any atom: 3.70 eV Å⁻¹
- ΔE to the lowest compared entry with this formula, charge and spin: 55.0 kcal/mol
- HOMO energy: -8.050 eV


2.
The following is a DFT calculation (wB97M-V/def2-TZVPD) of 2 unconnected molecules or ions with the total composition CH6NPS in a non-equilibrium geometry.

Structure (XYZ):
```
10
Properties=species:S:1:pos:R:3
P 0.5867 1.9713 0.8082
H 1.6939 -1.5802 -0.8539
H 2.9101 -1.0489 0.2890
H -1.1106 0.5686 -1.1887
C 1.8679 -0.8995 0.0854
H -2.7545 0.0772 -1.1976
H -2.0896 1.2075 -0.1922
S 1.7327 0.8486 -0.4378
H 1.2458 -1.1999 0.9312
N -1.9672 0.3641 -0.6721
```

- Strongest force on any atom: 2.25 eV Å⁻¹
- ΔE to the lowest compared entry with this formula, charge and spin: 52.6 kcal/mol
- HOMO energy (spin up / spin down): -7.847 / -7.828 eV


3.
The following is a DFT calculation (wB97M-V/def2-TZVPD) of a molecular structure, CH6NPS in a non-equilibrium geometry.

Structure (XYZ):
```
10
Properties=species:S:1:pos:R:3
H 0.3064 -1.5908 1.8061
S 0.9806 1.4651 -1.2787
H 2.6441 -0.1255 -0.7669
C -1.7235 0.4149 -0.0697
H 1.1161 -0.7566 -0.3759
H -2.8198 0.1730 0.0428
N 1.7234 0.0546 -0.3484
H 0.0629 -0.8312 1.7054
P -1.1409 1.3082 -1.3668
H -1.1493 -0.1116 0.6522
```

- Strongest force on any atom: 2.12 eV Å⁻¹
- ΔE to the lowest compared entry with this formula, charge and spin: 69.1 kcal/mol
- HOMO energy: -8.443 eV


> The highest ΔE to the lowest compared entry with this formula, charge and spin belongs to which entry?

number 3